# 1
Formula: C13H32ClIrO2P2Si
Source: OMol25
Level of theory: ωB97M-V/def2-TZVPD

Calculated values
E_HOMO (alpha / beta): -11.03 / -16.49 eV
LUMO level (alpha / beta): -6.182 / -11.135 eV
HOMO-LUMO gap (alpha / beta): 0.178 / 0.197 Eh

Structure (ORCA input):
```
! RIJCOSX wB97M-V def2-TZVPD def2/J DEFGRID3
* xyz 2 5
C 3.70 -1.71 -0.71
C 2.25 -1.93 -0.83
H 4.19 -2.35 -1.44
H 4.04 -2.00 0.30
H 4.01 -0.67 -0.86
O 1.79 -2.96 -1.29
Cl 2.46 0.70 1.16
Ir 0.81 -0.47 -0.21
P 0.48 -1.82 1.74
C -0.73 -3.15 1.42
C 1.97 -2.67 2.35
H 1.71 -3.20 3.28
H 0.06 -1.57 4.12
H 2.75 -1.93 2.54
H 0.46 0.00 3.36
H -0.37 -3.75 0.58
H 2.31 -3.39 1.60
C -0.11 -0.93 3.23
H -0.82 -3.79 2.31
H -1.19 -0.70 3.17
H -1.71 -2.73 1.17
P 1.32 1.13 -1.89
C 0.26 0.87 -3.36
C 1.02 2.84 -1.31
H 3.68 1.38 -1.64
H 3.11 1.94 -3.25
H 3.26 0.18 -2.92
C 3.02 1.16 -2.49
H 1.36 2.93 -0.27
H 1.60 3.53 -1.95
H 0.54 1.60 -4.13
H -0.81 0.98 -3.12
H -0.05 3.11 -1.36
H 0.43 -0.14 -3.75
C -0.32 -1.48 -1.27
O -1.00 -2.14 -1.94
C -3.03 2.04 2.26
Si -2.76 1.48 0.52
C -3.73 -0.06 0.07
C -2.91 2.81 -0.77
C -0.72 0.73 0.29
H -4.09 2.33 2.33
H -2.41 2.92 2.50
H -2.83 1.26 3.00
H -4.79 0.18 0.13
H -3.50 -0.42 -0.95
H -3.53 -0.89 0.77
H -2.33 3.71 -0.50
H -2.61 2.48 -1.78
H -3.98 3.08 -0.80
H -1.18 0.32 1.26
H -1.08 1.19 -0.68
*
```



# 2
Formula: C13H33AsHfN4O
Source: OMol25
Level of theory: ωB97M-V/def2-TZVPD

Calculated values
E_HOMO: -24.03 eV
LUMO level: -14.001 eV
HOMO-LUMO gap: 0.369 Eh

Structure (ORCA input):
```
! RIJCOSX wB97M-V def2-TZVPD def2/J DEFGRID3
* xyz 4 1
Hf 0.14 -0.02 -0.30
C 1.22 2.92 -0.04
C 2.55 2.19 0.03
N 2.28 0.70 0.18
C 2.51 0.32 1.66
C 1.36 0.71 2.53
N 0.23 -0.19 2.08
C -0.92 0.10 3.00
C -1.78 1.26 2.51
C -2.74 0.99 1.39
N -2.03 0.85 0.08
C -2.04 2.20 -0.58
C -1.44 2.03 -1.93
N 0.04 1.77 -1.83
C 0.69 3.06 -1.43
H 1.29 3.90 0.44
H 0.48 2.32 0.54
H 3.17 2.50 0.88
H 3.16 2.34 -0.85
H 3.04 0.24 -0.31
H 3.45 0.78 1.94
H 2.63 -0.76 1.73
H 1.01 1.72 2.47
H 1.63 0.54 3.57
H 0.52 -1.14 2.30
H -0.46 0.39 3.98
H -1.48 -0.83 3.17
H -1.18 2.12 2.25
H -2.36 1.58 3.37
H -3.48 1.79 1.29
H -3.36 0.09 1.55
H -2.67 0.26 -0.45
H -1.51 2.90 0.06
H -3.07 2.58 -0.69
H -1.66 2.89 -2.57
H -1.96 1.22 -2.44
H 0.34 1.51 -2.77
H -0.02 3.89 -1.50
H 1.51 3.29 -2.09
C 0.90 -4.56 -0.18
As 0.03 -3.60 -1.55
C -1.76 -4.07 -1.80
C 1.05 -3.54 -3.13
O 0.03 -1.83 -0.95
H 0.95 -5.60 -0.45
H 0.36 -4.39 0.76
H 1.92 -4.18 -0.16
H -1.74 -5.00 -2.35
H -2.30 -3.33 -2.39
H -2.19 -4.24 -0.83
H 1.04 -4.60 -3.46
H 2.06 -3.21 -2.91
H 0.56 -2.86 -3.82
*
```



# 3
Formula: C13H33ClIN2OP2SYb
Source: OMol25
Level of theory: ωB97M-V/def2-TZVPD

Calculated values
E_HOMO (alpha / beta): -13.45 / -13.41 eV
LUMO level (alpha / beta): -6.232 / -8.446 eV
Energy relative to the best compared isomer or geometry (same formula, charge and spin): 102.5 kJ/mol
HOMO-LUMO gap (alpha / beta): 0.265 / 0.182 Eh

Structure (ORCA input):
```
! RIJCOSX wB97M-V def2-TZVPD def2/J DEFGRID3
* xyz 2 2
C -0.65 -1.86 0.58
C -0.24 -0.64 1.41
H -0.12 -2.72 1.04
H -0.26 -1.70 -0.45
H -1.73 -2.04 0.54
O 0.90 -0.14 1.28
I -0.38 3.61 2.18
Yb -0.55 2.86 -2.61
P -1.26 -0.13 2.87
C 0.17 0.53 3.73
C -2.49 1.00 2.17
H -3.31 1.27 2.86
H -2.82 -1.34 4.42
H -2.87 0.64 1.19
H -3.19 -1.64 2.70
H 0.63 1.24 3.01
H -1.97 1.96 1.87
C -2.35 -1.50 3.42
H 0.07 1.09 4.68
H -1.84 -2.48 3.47
H 0.94 -0.25 3.86
P 0.65 -0.42 -2.37
C 2.45 -0.62 -2.47
C 0.17 -1.96 -3.30
H -0.68 1.08 -3.88
H 0.70 0.39 -4.66
H 1.03 1.78 -3.60
C 0.41 0.84 -3.72
H -0.93 -1.99 -3.43
H 0.70 -1.95 -4.26
H 2.71 -1.04 -3.45
H 2.73 -1.29 -1.65
H 0.49 -2.82 -2.70
H 2.95 0.35 -2.31
Cl -2.21 1.30 -1.73
C 5.25 2.33 2.21
C 5.28 2.62 0.73
N 4.03 2.23 0.00
C 2.79 2.54 0.45
S 1.31 2.10 -0.44
N 2.71 3.46 1.47
C 3.20 4.86 1.29
C 3.23 5.38 -0.13
H 4.38 2.78 2.69
H 6.13 2.75 2.71
H 5.20 1.25 2.36
H 5.45 3.68 0.49
H 6.07 2.06 0.24
H 4.03 1.53 -0.75
H 1.70 3.54 1.81
H 2.56 5.48 1.93
H 4.17 4.92 1.79
H 2.21 5.35 -0.51
H 3.54 6.43 -0.06
H 3.91 4.78 -0.74
*
```



# 4
Formula: C13H33F3O8P2SSi
Source: OMol25
Level of theory: ωB97M-V/def2-TZVPD

Calculated values
E_HOMO: -10.11 eV
LUMO level: 0.460 eV
HOMO-LUMO gap: 0.388 Eh

Structure (ORCA input):
```
! RIJCOSX wB97M-V def2-TZVPD def2/J DEFGRID3
* xyz 0 1
C 2.95 1.07 2.30
C 1.89 2.06 2.75
O 1.82 3.21 1.90
P 1.11 3.05 0.46
O -0.29 2.72 0.76
O 1.09 4.59 -0.03
C -0.12 5.22 -0.43
C -0.70 6.05 0.70
O 2.48 2.71 -0.33
C 2.47 1.84 -1.48
C 1.68 2.43 -2.63
H 2.67 0.60 1.35
H 3.07 0.28 3.03
H 3.90 1.57 2.15
H 0.91 1.58 2.80
H 2.13 2.42 3.75
H -0.84 4.49 -0.79
H 0.13 5.87 -1.27
H -0.86 5.43 1.58
H -1.65 6.49 0.40
H -0.01 6.84 0.98
H 2.06 0.87 -1.20
H 3.51 1.69 -1.77
H 0.61 2.51 -2.38
H 1.77 1.81 -3.52
H 2.03 3.44 -2.86
C 0.75 -5.92 -2.79
C 0.91 -5.01 -1.59
O 0.61 -3.64 -1.89
P -0.92 -3.20 -2.06
O -1.67 -3.41 -0.83
O -0.70 -1.61 -2.19
C -1.39 -0.68 -1.34
C -0.50 -0.25 -0.19
O -1.10 -3.43 -3.63
C -2.40 -3.81 -4.14
C -3.43 -2.72 -3.94
H -0.30 -6.01 -3.08
H 1.12 -6.92 -2.56
H 1.29 -5.52 -3.64
H 0.28 -5.35 -0.76
H 1.94 -5.02 -1.24
H -2.32 -1.11 -0.98
H -1.64 0.18 -1.96
H -0.15 -1.12 0.38
H -1.04 0.42 0.48
H 0.38 0.26 -0.57
H -2.72 -4.74 -3.66
H -2.26 -4.02 -5.20
H -3.63 -2.56 -2.87
H -4.37 -2.98 -4.42
H -3.07 -1.77 -4.35
F 1.18 -0.33 6.76
C 0.38 0.24 5.83
F 1.01 0.13 4.64
F 0.30 1.54 6.12
Si -1.31 -0.71 5.80
S -2.94 0.52 5.24
H -1.47 -1.32 7.13
H -1.15 -1.82 4.85
H -3.45 0.85 6.43
*
```



# 5
Formula: C13H33HgO9S4
Source: OMol25
Level of theory: ωB97M-V/def2-TZVPD

Calculated values
E_HOMO (alpha / beta): -14.03 / -14.00 eV
LUMO level (alpha / beta): -7.201 / -10.004 eV
HOMO-LUMO gap (alpha / beta): 0.251 / 0.147 Eh

Structure (ORCA input):
```
! RIJCOSX wB97M-V def2-TZVPD def2/J DEFGRID3
* xyz 2 2
Hg -20.60 -5.65 -30.07
O -16.81 -6.46 -28.54
C -17.97 -6.02 -29.07
O -18.34 -6.43 -30.17
O -18.88 -5.44 -28.47
H -16.49 -6.89 -29.34
C -19.14 -2.03 -28.92
S -20.83 -2.04 -29.71
O -21.15 -3.53 -29.73
C -21.76 -1.47 -28.23
H -19.19 -2.37 -27.89
H -18.60 -1.09 -28.78
H -18.54 -2.75 -29.48
H -21.87 -0.39 -28.19
H -21.24 -1.69 -27.29
H -22.75 -1.91 -28.32
C -22.27 -8.88 -27.32
S -21.84 -8.80 -29.09
O -20.70 -7.74 -29.16
C -20.90 -10.45 -29.21
H -21.44 -9.17 -26.66
H -23.15 -9.52 -27.37
H -22.66 -7.89 -27.11
H -21.47 -11.33 -28.89
H -19.96 -10.50 -28.66
H -20.76 -10.69 -30.26
C -16.98 -11.27 -26.43
S -18.02 -9.78 -26.30
O -18.98 -9.90 -25.09
C -16.65 -8.68 -26.08
H -16.27 -11.31 -25.60
H -16.34 -11.15 -27.30
H -17.66 -12.11 -26.59
H -16.18 -9.11 -25.19
H -16.97 -7.67 -25.84
H -15.95 -8.74 -26.92
C -16.12 -11.99 -31.04
S -17.94 -11.56 -30.86
O -18.31 -12.29 -29.53
C -17.68 -9.79 -30.58
H -16.01 -12.96 -31.52
H -15.47 -11.93 -30.17
H -15.85 -11.30 -31.83
H -18.58 -9.23 -30.35
H -17.05 -9.20 -31.24
H -17.15 -9.73 -29.63
O -13.68 -7.53 -29.78
C -13.20 -6.40 -29.85
O -12.18 -6.15 -30.71
C -11.14 -7.09 -31.03
C -10.02 -6.81 -30.08
C -13.73 -5.22 -29.20
H -10.65 -7.03 -32.00
H -11.39 -8.15 -30.97
H -9.28 -7.61 -30.10
H -10.52 -6.84 -29.11
H -9.62 -5.82 -30.29
H -14.52 -4.76 -29.80
H -12.92 -4.49 -29.28
H -14.02 -5.35 -28.16
*
```



# 6
Formula: C13H33N4O2
Source: OMol25
Level of theory: ωB97M-V/def2-TZVPD

Calculated values
E_HOMO: -10.67 eV
LUMO level: -4.076 eV
Energy relative to the best compared isomer or geometry (same formula, charge and spin): 39.6 kJ/mol
HOMO-LUMO gap: 0.242 Eh

Structure (ORCA input):
```
! RIJCOSX wB97M-V def2-TZVPD def2/J DEFGRID3
* xyz 1 1
N 0.39 0.40 4.53
C -0.38 1.41 5.22
C -1.74 1.44 4.53
C -2.68 0.26 4.88
C -4.04 0.90 5.23
C -3.72 2.34 5.35
N -2.54 2.61 4.95
H 1.31 0.27 4.92
H 0.46 0.59 3.54
H 0.06 2.42 5.22
H -0.50 1.12 6.26
H -1.55 1.49 3.45
H -2.26 -0.28 5.73
H -2.77 -0.44 4.06
H -4.53 0.51 6.11
H -4.76 0.82 4.40
H -4.38 3.13 5.70
H -2.17 3.55 4.93
C -0.13 -0.63 0.39
C -0.95 0.65 0.37
C -1.04 1.33 -1.00
O 0.15 1.95 -1.39
C 1.06 1.14 -2.13
N -0.42 1.57 1.40
H 0.94 -0.41 0.30
H -0.28 -1.17 1.32
H -0.41 -1.29 -0.44
H -1.98 0.40 0.66
H -1.79 2.12 -0.94
H -1.37 0.60 -1.75
H 0.52 0.44 -2.77
H 1.72 0.56 -1.48
H 1.66 1.80 -2.74
H -1.01 2.40 1.43
H 0.48 1.90 1.06
C 2.41 -2.89 -6.20
C 2.04 -1.50 -5.69
C 2.76 -1.10 -4.40
O 2.30 -1.75 -3.23
C 2.85 -3.03 -2.97
N 0.59 -1.40 -5.59
H 1.94 -3.67 -5.60
H 2.06 -3.01 -7.23
H 3.49 -3.05 -6.18
H 2.36 -0.77 -6.44
H 2.58 -0.04 -4.23
H 3.84 -1.25 -4.50
H 3.90 -3.07 -3.27
H 2.31 -3.83 -3.48
H 2.78 -3.19 -1.89
H 0.31 -0.44 -5.41
H 0.27 -1.95 -4.80
*
```



# 7
Formula: C13H33NO8
Source: OMol25
Level of theory: ωB97M-V/def2-TZVPD

Calculated values
E_HOMO: -9.17 eV
LUMO level: -0.256 eV
Energy relative to the best compared isomer or geometry (same formula, charge and spin): 206.6 kJ/mol
HOMO-LUMO gap: 0.328 Eh

Structure (ORCA input):
```
! RIJCOSX wB97M-V def2-TZVPD def2/J DEFGRID3
* xyz 0 1
C 1.05 0.31 0.36
N 0.23 -0.23 -0.82
O -0.87 -0.78 -0.61
O 0.71 -0.10 -1.96
H 1.02 -0.40 1.19
H 0.58 1.21 0.76
H 2.04 0.50 -0.05
C 2.56 3.33 2.20
O 2.19 3.41 0.86
C 3.30 3.21 -0.02
C 2.73 3.13 -1.40
O 2.29 4.41 -1.96
C 1.81 4.17 -3.33
H 2.57 2.26 2.40
H 1.96 3.79 2.98
H 3.61 3.52 2.42
H 3.87 2.33 0.29
H 3.94 4.08 0.08
H 1.92 2.42 -1.24
H 3.43 2.63 -2.07
H 0.97 3.48 -3.26
H 2.68 3.77 -3.87
H 1.46 5.12 -3.73
C -4.22 -0.06 -6.06
O -3.49 -1.12 -5.49
C -2.94 -0.82 -4.18
C -2.44 -2.10 -3.56
O -3.42 -3.05 -3.73
C -4.67 -3.05 -2.98
H -5.13 0.16 -5.49
H -4.56 -0.23 -7.09
H -3.62 0.84 -5.93
H -3.74 -0.44 -3.56
H -2.14 -0.09 -4.12
H -1.91 -2.08 -2.61
H -1.63 -2.51 -4.17
H -4.79 -2.65 -1.97
H -5.15 -4.02 -3.02
H -5.36 -2.57 -3.68
C 0.24 -3.82 2.61
O -0.09 -3.26 3.88
C 1.03 -2.43 4.29
C 0.69 -1.79 5.67
O 1.82 -1.02 6.18
C 1.43 0.02 7.03
H 0.95 -4.64 2.65
H 0.50 -3.07 1.85
H -0.66 -4.36 2.30
H 1.16 -1.59 3.60
H 1.93 -3.04 4.37
H 0.40 -2.50 6.44
H -0.17 -1.13 5.61
H 0.91 0.84 6.53
H 2.24 0.47 7.61
H 0.81 -0.47 7.78
*
```



# 8
Formula: C13H34BN4O5
Source: OMol25
Level of theory: ωB97M-V/def2-TZVPD

Calculated values
E_HOMO: -10.92 eV
LUMO level: -3.363 eV
HOMO-LUMO gap: 0.278 Eh

Structure (ORCA input):
```
! RIJCOSX wB97M-V def2-TZVPD def2/J DEFGRID3
* xyz 1 1
C 2.61 0.49 -4.43
C 1.45 -0.48 -4.65
O 0.22 0.00 -4.04
B -0.46 0.98 -4.63
O -0.17 1.61 -5.80
N -1.66 1.45 -3.73
C -2.67 0.35 -3.47
C -2.82 -0.65 -4.61
N -2.22 2.71 -4.13
C -3.01 2.70 -5.08
O -3.76 2.70 -5.95
H 3.26 0.09 -3.65
H 3.20 0.60 -5.33
H 2.26 1.46 -4.07
H 1.30 -0.71 -5.70
H 1.66 -1.41 -4.15
H -0.75 1.37 -6.53
H -1.23 1.64 -2.83
H -2.30 -0.18 -2.59
H -3.62 0.78 -3.18
H -2.92 -0.19 -5.59
H -2.03 -1.40 -4.60
H -3.75 -1.18 -4.44
C -1.04 -1.82 2.45
C -1.81 -2.15 1.18
C -1.01 -1.91 -0.10
O -0.87 -0.54 -0.47
C 0.17 0.15 0.21
N -3.09 -1.42 1.20
H -0.98 -0.75 2.63
H -1.52 -2.26 3.32
H -0.02 -2.21 2.40
H -2.05 -3.22 1.20
H -1.55 -2.37 -0.94
H -0.03 -2.38 -0.05
H 1.02 -0.50 0.42
H -0.19 0.59 1.15
H 0.50 0.97 -0.43
H -3.67 -1.73 0.42
H -2.90 -0.44 1.02
C 3.20 1.58 5.82
C 1.77 1.59 5.32
C 1.03 0.26 5.48
O 1.40 -0.73 4.54
C 2.57 -1.46 4.86
N 1.75 2.07 3.93
H 3.87 1.07 5.13
H 3.57 2.60 5.94
H 3.28 1.08 6.79
H 1.22 2.32 5.92
H -0.03 0.44 5.31
H 1.13 -0.13 6.50
H 2.67 -1.61 5.94
H 3.47 -0.97 4.47
H 2.49 -2.44 4.38
H 0.79 2.19 3.63
H 2.11 1.32 3.35
*
```



Q: Number 1 is which compound?
A: C13H32ClIrO2P2Si



Q: What is the formula in the third record?
A: C13H33ClIN2OP2SYb



Q: Which formula does entry 8 have?
A: C13H34BN4O5